ORCA calculation (the ωB97M-V functional and the def2-TZVPD basis) on a cluster of 2 separate species, C7H15NO2S in total in a non-equilibrium geometry.

Positions of all 26 atoms, in Å:
C (0.97389, -0.32928, 2.50426)
C (1.52602, 0.90554, 1.69805)
C (0.59012, -1.38547, 1.47479)
C (1.26459, 0.49027, 0.22586)
C (-2.13432, -0.61054, -2.43818)
C (-1.61133, -0.32337, -1.08823)
C (-0.27757, -1.07202, -0.92746)
N (0.33274, -0.59497, 0.30119)
O (-0.41101, 2.43814, 0.12456)
O (2.00227, 2.48581, -1.15793)
S (0.72968, 1.80926, -1.00868)
H (1.80781, -0.62424, 3.04769)
H (0.25082, -0.03436, 3.21189)
H (0.94194, 1.64847, 2.22152)
H (2.51284, 1.16587, 1.84382)
H (1.33310, -2.22161, 1.23820)
H (-0.23934, -2.00602, 1.76414)
H (2.55802, 0.18513, -0.43118)
H (-2.43661, -1.69157, -2.65496)
H (-3.10897, -0.08901, -2.53519)
H (-1.51650, -0.21820, -3.15788)
H (-2.30303, -0.41715, -0.10589)
H (-1.48445, 0.72928, -1.09024)
H (-0.52136, -2.16432, -0.72304)
H (0.16518, -1.03966, -1.82907)
H (-0.94454, 2.96403, -0.50806)

Properties
- Electronic energy: -23918.560 eV
- E_HOMO: -8.3 eV
- Kohn-Sham gap: 0.321 Eh
- Net charge: 0
- Relative energy (zero: lowest compared OMol25 entry of this formula, charge and spin): 336.51 kJ/mol
- LUMO level: 0.476 eV